Record 1
Below is C19H41NOP2PtSi as an isolated structure in a non-equilibrium geometry, with properties calculated with the ωB97M-V functional and the def2-TZVPD basis.

Calculated values
* total energy: -1969.9081 a.u.
* 2S+1: 5
* <S²>: 6.075

Each line ends with the Löwdin spin population.
Atoms and positions in Å:
Pt  -0.263  0.247  -0.504  1.2449
P  0.596  -0.077  1.739  0.1339
P  -0.943  0.696  -2.791  0.1510
Si  2.041  0.412  -1.105  0.2062
O  -0.970  2.251  -0.292  0.2849
N  -0.459  -1.620  -0.943  1.0194
C  0.781  -3.578  -1.509  0.1635
C  2.637  2.192  -0.882  0.0505
C  -1.587  -3.716  -0.737  0.1684
C  -1.199  3.339  0.619  0.0187
C  0.796  -4.947  -1.666  -0.0102
C  -0.506  -0.673  -3.926  0.0073
C  -0.121  2.149  -3.547  0.0195
C  2.647  0.916  3.568  0.0052
C  -0.358  -5.709  -1.380  0.1752
C  -0.349  0.167  3.300  0.0443
C  -2.697  1.008  -3.231  0.0441
C  -1.714  -0.501  3.310  0.0077
C  0.902  -1.910  1.837  0.0029
C  1.463  -2.522  3.106  0.0018
C  -0.635  4.510  -0.178  0.0069
C  2.010  1.042  2.198  0.0149
C  -1.540  -5.093  -0.908  -0.0124
C  -0.430  -2.917  -1.077  0.1162
C  -2.686  3.445  0.952  0.0072
H  -2.806  1.150  -4.319  0.0099
H  0.287  -0.246  4.099  0.0074
H  -3.095  4.451  0.813  0.0008
H  0.229  4.181  -0.765  0.0000
H  2.262  -0.020  -2.515  0.0289
H  -3.316  0.154  -2.934  0.0008
H  -2.424  -5.694  -0.678  -0.0034
H  -0.360  3.051  -2.967  0.0004
H  1.513  -3.606  2.959  0.0003
H  -1.396  4.801  -0.917  0.0000
H  -0.336  -6.774  -1.522  0.0106
H  -1.138  -1.541  -3.697  0.0008
H  1.955  1.136  4.388  0.0005
H  -1.643  -1.594  3.243  0.0001
H  -2.226  -0.275  4.252  0.0002
H  2.420  2.635  0.101  0.0003
H  3.108  -0.059  3.770  0.0001
H  -2.344  -0.151  2.485  0.0053
H  -2.445  -3.176  -0.352  0.0077
H  -3.060  1.910  -2.724  0.0005
H  1.506  -2.157  0.960  -0.0002
H  -0.101  -2.322  1.641  0.0014
H  -0.347  5.389  0.404  0.0020
H  -0.415  1.248  3.474  0.0006
H  1.716  -5.436  -2.019  -0.0030
H  1.646  -2.934  -1.683  0.0069
H  3.734  2.144  -1.018  0.0110
H  0.964  2.003  -3.581  0.0004
H  2.198  2.826  -1.667  -0.0003
H  -3.260  2.778  0.302  0.0000
H  2.477  -2.190  3.345  0.0001
H  2.774  0.955  1.422  0.0005
H  1.561  2.041  2.091  0.0015
H  -0.498  2.270  -4.577  0.0051
H  -0.640  3.264  1.577  0.0001
H  -2.907  3.154  1.985  0.0007
H  2.853  -0.449  -0.201  0.0261
H  3.443  1.665  3.654  0.0008
H  0.544  -0.953  -3.796  0.0003
H  0.826  -2.373  3.983  0.0006
H  -0.679  -0.366  -4.971  0.0022



Record 2
Below is a 3-piece molecular cluster, C19H42Cl2N3 overall, with properties calculated with the ωB97M-V functional and the def2-TZVPD basis.

Calculated values
* total energy: -1833.7222 a.u.
* charge: -1

Each line ends with the Löwdin charge.
Atoms and positions in Å:
Cl  1.744  5.610  6.373  0.5158
Cl  -0.688  3.893  7.919  0.5648
N  -1.093  4.871  2.418  0.1009
N  1.093  -2.165  -5.414  -0.1981
N  -1.428  -0.894  0.580  -0.1955
C  -2.055  2.960  3.416  -0.0659
C  -2.000  5.259  4.660  -0.2583
C  2.375  -2.400  -6.048  -0.2782
C  -0.844  0.144  1.419  -0.2489
C  1.204  -1.689  -4.045  -0.2419
C  1.057  2.541  6.322  -0.1531
C  -0.805  5.830  5.435  -0.3203
C  -1.684  4.410  3.437  -0.4710
C  -0.058  3.576  6.272  -0.7806
C  -1.242  -0.655  -0.835  -0.2714
C  2.274  -2.610  -7.552  -0.0938
C  0.149  -2.902  0.759  -0.0779
C  0.388  -4.623  -5.249  -0.0821
C  0.679  0.317  1.402  -0.0764
C  -2.093  -1.557  -1.718  -0.0931
C  0.309  4.846  5.530  -0.8112
C  1.816  -2.630  -3.001  -0.0833
C  0.078  -3.174  -5.654  -0.2454
C  -1.220  -2.259  1.023  -0.2467
H  2.999  -1.520  -5.870  0.1175
H  -0.860  5.854  2.585  0.0417
H  1.756  -1.774  -8.026  0.0790
H  -1.985  -2.886  0.554  0.0980
H  1.795  -0.768  -4.064  0.1134
H  -3.147  -1.479  -1.451  0.0790
H  0.073  -3.987  0.872  0.0700
H  0.942  1.262  1.879  0.0711
H  0.285  -4.779  -4.176  0.0536
H  -0.318  -5.297  -5.738  0.0698
H  -1.439  -2.307  2.092  0.1143
H  0.863  1.772  5.578  0.0622
H  -1.170  -0.017  2.450  0.1102
H  -0.843  -2.853  -5.160  0.1121
H  3.274  -2.679  -7.981  0.0705
H  0.712  4.552  4.555  0.0815
H  -2.643  2.747  4.298  0.0634
H  -0.187  -0.749  -1.147  0.0913
H  -1.293  1.096  1.125  0.1021
H  -1.794  -2.605  -1.648  0.0623
H  2.746  -3.082  -3.345  0.0664
H  1.392  -4.928  -5.546  0.0651
H  0.213  -1.381  -3.703  0.0931
H  -2.685  4.705  5.310  0.0763
H  2.007  2.990  6.078  0.0378
H  -1.985  -1.257  -2.762  0.0588
H  -1.526  0.380  -1.036  0.1227
H  -1.127  2.403  3.466  0.0611
H  -0.160  -3.165  -6.721  0.0990
H  2.916  -3.254  -5.608  0.1008
H  2.044  -2.067  -2.093  0.0645
H  1.187  -0.473  1.955  0.0544
H  -2.611  2.711  2.525  0.0665
H  1.080  0.344  0.388  0.0639
H  -0.441  6.686  4.859  0.0148
H  0.509  -2.704  -0.251  0.0425
H  1.748  -3.531  -7.804  0.0622
H  -0.880  3.123  5.751  0.0537
H  0.902  -2.562  1.466  0.0558
H  1.126  -3.424  -2.718  0.0527
H  -2.564  6.116  4.311  0.0882
H  1.135  2.086  7.299  0.0483



Record 3
Below is a 5-piece molecular cluster, C19H42ClNO6P2S overall in a non-equilibrium geometry, with properties calculated with the ωB97M-V functional and the def2-TZVPD basis.

Calculated values
* total energy: -2796.2824 a.u.

Each line ends with the Löwdin charge.
Atoms and positions in Å:
Cl  -2.943  -5.317  -0.428  0.1582
S  -0.973  -0.382  -0.828  0.1535
P  -1.701  -0.650  0.955  0.3534
P  -2.140  -3.356  -0.408  0.6011
O  0.620  -0.446  -3.825  -0.1753
O  -0.389  -3.602  -0.236  -0.4117
O  -3.212  -5.651  6.336  -0.1532
O  4.159  6.861  1.303  -0.1382
O  1.034  4.177  -3.644  -0.1456
O  -2.201  -2.890  2.419  -0.3144
N  -5.130  -2.766  0.256  -0.0591
C  1.547  5.498  -3.427  -0.2125
C  2.819  0.070  -4.534  -0.1805
C  3.575  4.572  1.143  -0.1812
C  1.668  0.520  -3.661  -0.2032
C  -2.151  -5.199  7.189  -0.2079
C  4.545  5.557  1.758  -0.2083
C  3.217  5.250  -0.154  -0.1940
C  0.427  4.132  -4.943  -0.2131
C  2.106  -0.634  -5.659  -0.1852
C  0.313  5.562  -5.424  -0.1812
C  -1.561  -7.345  6.438  -0.1830
C  -4.261  -1.890  1.128  -0.2570
C  -2.937  -4.081  2.840  -0.1301
C  3.202  6.710  0.245  -0.2076
C  -2.974  -7.026  6.002  -0.2079
C  -2.652  -2.345  1.133  -0.7447
C  0.947  -1.289  -4.939  -0.2047
C  1.499  6.213  -4.759  -0.1796
C  -1.382  -6.429  7.621  -0.1834
H  2.732  -1.350  -6.197  0.1136
H  3.452  0.898  -4.865  0.1139
H  -3.705  -7.633  6.548  0.1178
H  -3.127  -7.176  4.930  0.1144
H  2.409  5.999  -5.332  0.1182
H  -1.417  -8.402  6.675  0.1162
H  2.222  7.003  0.637  0.1183
H  2.561  5.437  -3.021  0.1068
H  1.081  3.545  -5.597  0.1139
H  2.683  4.483  1.773  0.1179
H  -4.676  -1.886  2.230  0.1415
H  -2.570  -4.648  8.036  0.1182
H  1.228  -2.271  -4.544  0.1184
H  -3.791  -4.440  2.130  0.0633
H  4.532  5.530  2.851  0.1171
H  5.569  5.373  1.416  0.1166
H  1.730  0.102  -6.379  0.1138
H  -0.695  -0.590  2.021  0.0030
H  1.280  1.492  -3.987  0.1014
H  3.459  7.375  -0.584  0.1168
H  1.406  7.298  -4.659  0.1163
H  -2.181  -4.999  2.936  0.1138
H  0.318  5.647  -6.513  0.1162
H  -1.520  -4.519  6.607  0.1155
H  0.904  5.989  -2.688  0.1191
H  2.267  4.914  -0.579  0.1088
H  4.004  3.575  1.014  0.1165
H  -0.087  -3.028  0.551  0.0532
H  1.943  0.590  -2.606  0.1157
H  -0.336  -6.216  7.858  0.1162
H  -0.543  3.632  -4.879  0.1226
H  -3.346  -3.883  3.944  0.1147
H  -0.615  6.010  -5.048  0.1182
H  -4.937  -2.658  -0.763  0.0690
H  -4.348  -0.786  0.692  0.1071
H  0.069  -1.408  -5.580  0.1172
H  -1.851  -6.871  8.507  0.1176
H  -0.854  -7.071  5.645  0.1166
H  -2.618  0.447  1.239  -0.0106
H  4.006  5.074  -0.896  0.1169
H  3.446  -0.644  -3.987  0.1165
H  -5.151  -3.762  0.566  0.0389